# 1
Density functional theory data (ωB97M-V/def2-TZVPD) for the ion C2H3N2S2 with charge +1 in a non-equilibrium geometry.

Its charge is +1. The value obtained for the energy above the lowest of the compared OMol25 structures with the same formula, charge and spin is 17.3 kcal per mole. The value obtained for the gap between HOMO and LUMO is 7.11 eV. The HOMO energy is -13.483 eV. The electronic energy comes out at -26764.9988 eV. For the max |F|, the calculation gives 0.033 hartree/bohr.

Geometry as XYZ:
```
9
Properties=species:S:1:pos:R:3:forces:R:3:lowdin_charge:R:1
C 0.216367 -0.601149 -0.007577 -0.4 -1.0 0.1 -0.88
C -1.708914 0.874956 -0.038075 -1.6 -0.7 0.1 -0.62
N -0.450354 0.693301 -0.099214 0.9 0.9 -0.1 0.04
N 1.541948 -0.472437 0.050958 0.1 0.6 0.0 0.13
S -3.223461 0.859551 0.053626 1.4 0.2 -0.1 1.12
S -0.652438 -1.965676 -0.002985 0.0 0.1 0.0 0.78
H 0.163044 1.497719 -0.242228 -0.4 0.1 0.0 0.18
H 2.010582 0.419923 0.139947 0.0 -0.2 0.0 0.13
H 2.103226 -1.306191 0.145548 -0.1 0.0 0.0 0.13
```
Forces are in eV/Å.

# 2
Density functional theory data (ωB97M-V/def2-TZVPD) for the ion C2H3N2S2 with charge +1 in a non-equilibrium geometry.

Its charge is +1. The value obtained for the energy above the lowest of the compared OMol25 structures with the same formula, charge and spin is 25.7 kcal per mole. The value obtained for the gap between HOMO and LUMO (spin up / spin down) is 7.79 / 7.79 eV. The HOMO energy (spin up / spin down) is -13.716 / -13.716 eV. The electronic energy comes out at -26764.6365 eV. For the max |F|, the calculation gives 0.055 hartree/bohr.

Geometry as XYZ:
```
9
Properties=species:S:1:pos:R:3:forces:R:3:lowdin_charge:R:1
C -0.430517 0.378965 0.062130 -0.7 0.9 0.7 -0.81
C 1.696980 -0.228003 0.540127 0.3 0.1 1.3 -0.69
N 0.574664 -0.574276 -0.072177 1.8 1.8 1.2 0.03
N -1.605110 0.090663 -0.501443 1.4 -0.3 -0.3 0.16
S 3.056789 -0.323316 1.210350 -0.7 0.1 -0.7 1.07
S -0.004163 1.671620 1.039966 -0.2 -1.2 -0.6 0.83
H 0.723514 -1.227501 -0.769102 -0.4 -2.0 -2.0 0.15
H -1.645320 -0.358834 -1.418064 -0.4 0.0 0.7 0.15
H -2.366837 0.570682 -0.091789 -1.0 0.6 -0.3 0.11
```
Forces are in eV/Å.

# 3
Density functional theory data (ωB97M-V/def2-TZVPD) for the molecule C2H3N3 in a non-equilibrium geometry.

The value obtained for the energy above the lowest of the compared OMol25 structures with the same formula, charge and spin is 61.2 kcal per mole. Its SMILES is [H]/N=C/C1N=N1. The value obtained for the gap between HOMO and LUMO is 10.89 eV. The HOMO energy is -10.372 eV. The electronic energy comes out at -6589.9201 eV. For the max |F|, the calculation gives 0.025 hartree/bohr.

Geometry as XYZ:
```
8
Properties=species:S:1:pos:R:3:forces:R:3:lowdin_charge:R:1
C 0.043672 -0.082930 0.246473 0.2 0.6 0.3 -0.24
C 1.366058 0.104958 -0.414725 -1.0 0.4 -0.8 -0.36
N 2.535501 0.359801 0.388251 0.6 0.0 0.4 0.10
N 2.475461 -0.756360 -0.097912 0.5 -0.4 0.2 0.12
N -0.586009 -1.151479 0.089090 -0.2 -0.8 -0.3 0.11
H -0.291438 0.783025 0.837369 -0.2 -0.2 0.0 0.11
H 1.340972 0.539862 -1.408977 0.0 0.0 0.0 0.11
H -1.486264 -1.213337 0.558423 0.0 0.3 0.1 0.05
```
Forces are in eV/Å.

# 4
Density functional theory data (ωB97M-V/def2-TZVPD) for the molecule C2H3N3O in a non-equilibrium geometry.

The value obtained for the energy above the lowest of the compared OMol25 structures with the same formula, charge and spin is 93.1 kcal per mole. The value obtained for the gap between HOMO and LUMO is 9.08 eV. The HOMO energy is -8.384 eV. The electronic energy comes out at -8636.4565 eV. For the max |F|, the calculation gives 0.090 hartree/bohr.

Geometry as XYZ:
```
9
Properties=species:S:1:pos:R:3:forces:R:3:lowdin_charge:R:1
C 0.628550 0.595887 0.976313 1.8 -4.2 -0.8 -0.11
C 1.183299 -0.688813 0.739690 -2.0 1.9 -0.1 -0.13
N -0.704736 0.814201 0.719475 1.9 1.9 0.1 0.04
N -2.459971 -0.573113 0.402382 -1.4 -1.8 -0.7 0.23
N -1.455372 -0.109656 0.495575 -2.1 0.7 0.6 -0.24
O 0.261422 -1.649645 0.294687 -0.1 -0.3 -0.9 -0.10
H 1.075604 1.490479 1.322686 0.9 0.3 0.3 0.08
H 2.111875 -1.257566 0.881512 0.0 1.5 0.4 0.11
H -0.152292 -1.509807 -0.595755 1.0 0.1 1.1 0.12
```
Forces are in eV/Å.

# 5
Density functional theory data (ωB97M-V/def2-TZVPD) for the molecule C2H3N3O.

The value obtained for the energy above the lowest of the compared OMol25 structures with the same formula, charge and spin is 8.4 kcal per mole. Its SMILES is Oc1nc[nH]n1. The value obtained for the gap between HOMO and LUMO is 10.39 eV. The HOMO energy is -9.461 eV. The electronic energy comes out at -8640.1285 eV. For the max |F|, the calculation gives 0.009 hartree/bohr.

Geometry as XYZ:
```
9
Properties=species:S:1:pos:R:3:forces:R:3:lowdin_charge:R:1
O 2.179785 -0.253803 -0.252227 0.1 0.2 -0.2 0.09
C 0.857399 -0.078014 -0.131312 0.0 -0.1 0.1 -0.51
N 0.239441 1.037188 0.214737 0.2 -0.4 -0.1 0.10
N -1.054169 0.609454 0.270544 -0.1 -0.1 0.0 -0.01
C -1.122391 -0.692976 -0.040697 -0.1 0.0 0.1 -0.18
N 0.070087 -1.162482 -0.319764 -0.1 0.0 0.2 0.13
H 2.659221 0.581065 -0.239246 -0.2 0.2 0.1 0.11
H -1.800938 1.241676 0.515065 0.2 -0.1 0.0 0.15
H -2.028431 -1.282106 -0.017098 0.0 0.2 -0.1 0.12
```
Forces are in eV/Å.

# 6
Density functional theory data (ωB97M-V/def2-TZVPD) for a structure of composition C2H3N3O in a non-equilibrium geometry.

The value obtained for the energy above the lowest of the compared OMol25 structures with the same formula, charge and spin is 103.1 kcal per mole. The value obtained for the gap between HOMO and LUMO is 9.25 eV. The HOMO energy is -8.813 eV. The electronic energy comes out at -8636.0254 eV. For the max |F|, the calculation gives 0.030 hartree/bohr.

Geometry as XYZ:
```
9
Properties=species:S:1:pos:R:3:forces:R:3:lowdin_charge:R:1
O 2.307462 -0.092335 0.010344 -0.3 -0.3 -0.1 0.07
C 1.028322 -0.063578 0.347391 -0.9 -0.3 -0.8 -0.28
N 0.249166 0.912591 0.455046 0.4 -0.3 -0.1 -0.06
N -1.005105 0.884755 0.141751 0.0 -0.6 0.1 -0.02
C -1.204676 -1.060137 -0.259615 0.9 1.1 0.5 -0.09
N -0.093697 -1.520921 -0.288173 -0.3 1.4 0.4 0.09
H 2.466026 0.528433 -0.723449 0.0 -0.2 0.3 0.13
H -1.479574 1.575695 0.741289 -0.2 -0.7 -0.2 0.08
H -2.267927 -1.164499 -0.424587 0.4 -0.2 0.0 0.08
```
Forces are in eV/Å.